Model one:
A cluster of 7 separate species, H14O7 in total. Source: the Open Molecules 2025 dataset; level of theory: the ωB97M-V functional and the def2-TZVPD basis.

Structure (XYZ):
```
21
Properties=species:S:1:pos:R:3:nbo_charge:R:1
O 2.348 -2.412 -0.685 -1.029
O 0.036 3.234 1.489 -0.983
O -1.383 0.892 5.644 -0.996
O 1.090 -0.426 -2.497 -1.007
O -1.798 -0.487 -1.888 -1.000
O -0.227 -2.561 -0.845 -0.978
O -0.273 1.700 -1.113 -0.984
H 1.514 -1.013 -1.781 0.512
H 2.932 -3.073 -0.578 0.467
H -2.298 -0.044 -2.649 0.483
H -1.637 1.024 6.647 0.496
H -0.968 -1.852 -0.607 0.519
H 1.327 -2.703 -0.416 0.522
H 1.731 -0.484 -3.258 0.487
H -0.067 -2.144 -1.758 0.502
H -0.336 2.606 -1.575 0.504
H 0.961 2.825 1.477 0.485
H -0.693 2.779 1.079 0.498
H -0.428 1.172 5.275 0.500
H 0.552 1.389 -0.831 0.491
H -0.937 -0.013 -1.859 0.509
```

Results
* HOMO: -11.11 eV
* SMILES: O.O.O.O.O.O.O

---

Model two:
A cluster of 7 separate species, H14O7 in total. Source: the Open Molecules 2025 dataset; level of theory: the ωB97M-V functional and the def2-TZVPD basis.

Structure (XYZ):
```
21
Properties=species:S:1:pos:R:3:nbo_charge:R:1
O 1.436 -3.414 1.383 -0.931
O -2.663 -0.670 -1.868 -0.940
O 0.238 0.058 0.257 -0.972
O 2.549 -1.546 -0.836 -0.948
O 1.418 1.637 2.221 -0.966
O -2.013 1.351 0.317 -0.972
O 0.413 1.944 -1.755 -0.942
H 1.420 1.150 1.410 0.499
H 2.334 -3.443 1.667 0.470
H -1.941 1.662 1.255 0.497
H -2.822 -0.016 -1.188 0.469
H 2.109 -1.336 -1.656 0.472
H 1.989 -2.177 -0.401 0.473
H 0.110 -0.875 0.436 0.485
H -0.329 2.494 -2.055 0.450
H 0.967 2.496 2.069 0.460
H -3.102 -0.371 -2.678 0.470
H -2.705 1.957 -0.037 0.499
H 0.002 1.383 -1.093 0.482
H 1.180 -2.792 2.071 0.466
H -0.598 0.515 0.490 0.481
```

Results
* HOMO: -10.82 eV
* SMILES: O.O.O.O.O.O.O

---

Winner for stability: model two

---

Model one:
The ion C3H6N3 with charge +1. Source: the Open Molecules 2025 dataset; level of theory: the ωB97M-V functional and the def2-TZVPD basis.

Structure (XYZ):
```
12
Properties=species:S:1:pos:R:3:nbo_charge:R:1
N 0.622 -1.152 -0.029 -0.467
N -2.092 -0.264 0.066 -0.466
N -0.868 0.154 -0.081 0.017
C 1.212 1.020 0.010 -0.380
C -0.146 1.205 -0.030 0.101
C 1.565 -0.290 0.051 0.126
H -2.521 -0.869 -0.650 0.407
H 0.692 -2.176 -0.170 0.443
H 1.868 1.835 0.189 0.270
H 2.505 -0.837 0.048 0.260
H -0.596 2.125 -0.373 0.293
H -2.241 -0.752 0.969 0.397
```

Results
* HOMO: -13.98 eV
* SMILES: [H]/N=C/C=C\N=[NH2+]
* charge: +1

---

Model two:
The ion C3H6N3 with charge +1. Source: the Open Molecules 2025 dataset; level of theory: the ωB97M-V functional and the def2-TZVPD basis.

Structure (XYZ):
```
12
Properties=species:S:1:pos:R:3:nbo_charge:R:1
N -2.030 0.154 0.138 -0.280
N 0.202 0.887 0.296 -0.027
N 0.426 -0.275 0.073 -0.064
C -1.632 -0.778 -0.470 0.377
C 1.822 -0.711 -0.152 -0.470
C -1.154 1.307 0.437 -0.137
H -1.753 -1.767 -0.903 0.290
H 2.299 -1.185 0.775 0.265
H -1.374 1.726 1.430 0.283
H 1.993 -1.517 -0.777 0.245
H -1.236 2.106 -0.341 0.281
H 2.439 0.052 -0.504 0.239
```

Results
* HOMO: -15.37 eV
* SMILES: C#[N+]C/N=N/C
* charge: +1

---

Winner for stability: model two

---

Model one:
A structure of composition C15H29CsF2N2O4S2. Source: the Open Molecules 2025 dataset; level of theory: the ωB97M-V functional and the def2-TZVPD basis.

Structure (XYZ):
```
55
Properties=species:S:1:pos:R:3:lowdin_charge:R:1
Cs -1.666 -0.141 -0.160 1.018
S 0.903 0.618 -2.271 -0.048
S 1.756 1.196 -0.545 0.230
F -4.831 -2.303 1.442 -0.270
F -4.616 -0.372 2.582 -0.260
O 1.929 0.097 -3.174 -0.443
O 0.188 1.765 -2.847 -0.456
O -1.430 -1.249 -4.280 -0.151
O -0.089 -0.456 -1.926 -0.906
N 0.780 1.823 2.707 -0.004
N -1.197 3.418 -0.701 -0.005
C 1.289 -2.560 1.730 -0.276
C 1.353 3.171 2.813 -0.304
C -2.133 -0.095 -4.698 -0.184
C 0.091 -3.638 -0.080 -0.285
C -1.145 -4.344 -0.585 -0.046
C 1.159 -3.367 -0.925 -0.015
C 1.324 -2.068 3.157 -0.055
C 0.175 -3.242 1.253 -0.043
C -4.736 -0.859 1.214 -0.355
C 2.303 -2.719 -0.465 -0.263
C -0.971 4.634 0.078 -0.305
C -0.540 4.274 1.498 -0.216
C 0.963 4.010 1.600 -0.237
C 2.346 -2.315 0.864 -0.032
C 3.429 -2.396 -1.404 -0.047
H 2.299 -1.639 3.397 0.069
H 3.133 -1.569 -2.055 0.058
H -0.351 2.846 -0.721 -0.021
H 1.091 -3.634 -1.976 0.125
H 2.449 3.165 2.887 0.096
H -0.652 -3.452 1.927 0.123
H 3.206 -1.754 1.215 0.110
H -2.543 -0.293 -5.692 0.062
H 4.323 -2.089 -0.859 0.071
H -1.118 -5.409 -0.335 0.073
H -5.805 -0.625 1.018 -0.024
H -2.971 0.137 -4.028 0.071
H 3.673 -3.253 -2.039 0.073
H 0.970 3.639 3.728 0.097
H 0.566 -1.297 3.317 0.074
H -1.369 3.627 -1.676 0.058
H 1.510 4.958 1.630 0.103
H -1.906 5.201 0.114 0.094
H 1.292 3.468 0.709 0.032
H -0.859 -1.007 -3.519 0.019
H -1.227 -4.251 -1.668 0.077
H 1.214 1.196 3.372 0.046
H -1.077 3.368 1.785 0.104
H 0.966 1.445 1.779 -0.048
H -1.487 0.783 -4.740 0.067
H 1.122 -2.880 3.859 0.071
H -2.047 -3.923 -0.135 0.078
H -0.828 5.066 2.198 0.100
H -0.211 5.296 -0.368 0.103
```

Results
* HOMO: -0.79 eV
* charge: -2

---

Model two:
A structure of composition C15H29CsF2N2O4S2. Source: the Open Molecules 2025 dataset; level of theory: the ωB97M-V functional and the def2-TZVPD basis.

Structure (XYZ):
```
55
Properties=species:S:1:pos:R:3:nbo_charge:R:1
Cs 0.017 0.429 2.580 0.956
S -2.178 -4.426 2.631 -0.848
S -1.244 -2.647 2.940 2.197
F 2.880 3.560 -0.626 -0.386
F 1.917 5.433 0.061 -0.377
O -2.258 -1.564 2.839 -1.104
O -0.217 -2.487 1.865 -1.122
O 1.239 3.030 2.864 -1.010
O -0.590 -2.607 4.259 -1.056
N 0.125 -3.555 -0.812 -0.886
N 1.882 0.384 -0.578 -0.853
C -2.601 -1.046 -0.758 0.024
C 2.681 -0.237 -1.635 -0.202
C -2.913 -2.512 -0.660 -0.659
C -1.967 1.668 -0.866 -0.258
C -1.888 -0.520 -1.832 -0.194
C -3.119 2.061 1.352 -0.637
C -1.566 0.831 -1.903 -0.043
C 1.702 4.050 3.641 -0.210
C -2.687 1.172 0.217 -0.023
C -0.771 1.372 -3.063 -0.632
C -2.992 -0.184 0.263 -0.220
C 2.570 4.302 0.499 0.388
C 1.525 -3.916 -1.015 -0.201
C 2.395 -2.670 -0.874 -0.409
C 2.159 -1.632 -1.967 -0.410
H 1.929 3.715 1.171 0.234
H 0.086 -3.084 0.097 0.422
H 2.122 1.363 -0.475 0.370
H 1.883 -4.661 -0.288 0.161
H -1.693 2.720 -0.889 0.197
H 2.184 -2.227 0.104 0.232
H -2.583 -2.923 0.298 0.288
H 0.028 2.032 -2.719 0.217
H -2.426 -3.068 -1.464 0.208
H -3.460 -0.603 1.147 0.256
H 1.363 5.065 3.316 0.091
H 1.083 -1.570 -2.168 0.219
H -2.519 2.972 1.405 0.213
H -1.538 -1.195 -2.608 0.195
H 3.455 -2.955 -0.865 0.177
H -1.399 1.947 -3.749 0.200
H 2.819 4.131 3.672 0.084
H 1.399 3.982 4.712 0.107
H 0.901 0.338 -0.830 0.360
H -3.024 1.527 2.300 0.226
H 3.718 -0.306 -1.291 0.169
H -0.450 -4.380 -0.690 0.360
H -4.168 2.353 1.256 0.204
H -3.994 -2.670 -0.722 0.197
H -0.313 0.559 -3.630 0.208
H 2.629 -1.976 -2.896 0.179
H 2.695 0.365 -2.555 0.149
H 3.512 4.619 0.950 0.104
H 1.658 -4.357 -2.012 0.148
```

Results
* HOMO: -1.05 eV
* charge: -2

---

Winner for stability: model two

---

Model one:
A cluster of 2 separate species, C4H4INO in total. Source: the Open Molecules 2025 dataset; level of theory: the ωB97M-V functional and the def2-TZVPD basis.

Structure (XYZ):
```
11
Properties=species:S:1:pos:R:3:nbo_charge:R:1
I -0.297 1.390 3.131 0.283
O -1.819 0.331 -1.828 -0.488
N -0.879 0.300 1.471 -0.521
C -0.977 0.774 0.342 0.013
C 1.940 -0.861 0.162 -0.232
C -1.514 -0.123 -0.788 0.393
C 1.874 -0.710 -1.032 -0.242
H 1.968 -0.693 -2.037 0.222
H -1.731 -1.271 -0.667 0.136
H 2.213 -1.044 1.214 0.252
H -0.778 1.907 0.033 0.184
```

Results
* HOMO: -9.63 eV
* SMILES: O=C/C=N/I.C#C

---

Model two:
The molecule C4H4INO. Source: the Open Molecules 2025 dataset; level of theory: the ωB97M-V functional and the def2-TZVPD basis.

Structure (XYZ):
```
11
Properties=species:S:1:pos:R:3:nbo_charge:R:1
I -2.963 -0.114 0.295 0.879
O -0.348 -1.488 -0.554 -0.412
N -4.067 0.711 -1.123 -1.043
C -0.691 -0.468 0.166 0.148
C 1.024 -1.587 -0.382 0.057
C 1.447 -0.496 0.362 -0.288
C 0.355 0.292 0.639 -0.361
H -3.774 1.679 -1.279 0.329
H 0.441 1.182 1.198 0.245
H 2.493 -0.226 0.708 0.240
H 1.364 -2.462 -0.796 0.208
```

Results
* HOMO (alpha / beta): -8.42 / -8.42 eV

---

Winner for stability: model one